# 1
The following is a DFT calculation (the ωB97M-V functional and the def2-TZVPD basis) of one molecule with the formula C24H34N2.

Calculated values
Structure (SMILES): CCCCN(Cc1ccccc1)C1CCN(CCc2ccccc2)CC1
Strongest force on any atom: 0.4 eV Å⁻¹
Orbital gap: 9.08 eV

Geometry as ORCA input:
```
! wB97M-V def2-TZVPD RIJCOSX def2/J DEFGRID3
* xyz 0 1
C 3.9030 4.3510 1.1025
C 2.3883 4.1817 1.1075
C 1.9101 3.2141 2.1920
H 2.3580 3.5136 3.1418
H 0.8282 3.3126 2.3029
C 2.2453 1.7318 1.9055
N 1.1258 0.8796 1.5456
C 0.1991 0.6782 2.6491
C -0.2955 -0.7459 2.7192
C -1.5885 -1.0391 3.1281
C -2.0202 -2.3515 3.2122
C -1.1608 -3.3870 2.8908
C 0.1338 -3.1029 2.4869
C 0.5631 -1.7914 2.4041
H 1.5660 -1.5575 2.0811
H 0.8105 -3.9082 2.2378
H -1.4982 -4.4115 2.9539
H -3.0311 -2.5656 3.5278
H -2.2661 -0.2349 3.3815
H 0.7389 0.8801 3.5807
H -0.6569 1.3710 2.6232
C 0.5001 1.1998 0.2621
C -0.7409 0.3413 0.0050
C -1.3015 0.5908 -1.3909
N -0.3041 0.2611 -2.3808
C -0.8132 0.0665 -3.7235
H -0.2152 0.6300 -4.4473
C -0.7618 -1.4313 -4.0929
C -1.4995 -2.2368 -3.0657
C -0.8430 -2.6750 -1.9221
C -1.5313 -3.3394 -0.9234
C -2.8869 -3.5846 -1.0605
C -3.5476 -3.1661 -2.2028
C -2.8582 -2.4927 -3.1962
H -3.3817 -2.1595 -4.0822
H -4.6047 -3.3597 -2.3183
H -3.4261 -4.1008 -0.2797
H -1.0131 -3.6598 -0.0312
H 0.2128 -2.4792 -1.8137
H 0.2830 -1.7423 -4.1246
H -1.2015 -1.5676 -5.0827
H -1.8487 0.4196 -3.8033
C 0.8349 1.1350 -2.2478
C 1.4859 0.9274 -0.8822
H 1.8220 -0.1061 -0.7980
H 2.3550 1.5818 -0.8194
H 1.5595 0.8944 -3.0299
H 0.5514 2.2013 -2.3590
H -2.1732 -0.0490 -1.5404
H -1.6259 1.6474 -1.4790
H -0.4712 -0.7105 0.0854
H -1.5250 0.5525 0.7306
H 0.1915 2.2627 0.2250
H 2.7020 1.2822 2.7915
H 2.9855 1.6697 1.1083
H 2.0574 3.8313 0.1279
H 1.9280 5.1582 1.2803
H 4.2438 4.7386 2.0603
H 4.2048 5.0480 0.3238
H 4.4038 3.4025 0.9232
*
```

Charges obtained by Mulliken population analysis, quoted in units of e: number 1, C, carries -1.330; number 2, C, carries -0.233; number 3, C, carries -0.689; number 4, H, carries 0.495; number 5, H, carries 0.351; number 6, C, carries -1.288; number 7, N, carries 0.567; number 8, C, carries -1.249; number 9, C, carries 0.410; number 10, C, carries -0.302; number 11, C, carries -0.801; number 12, C, carries -0.280; number 13, C, carries -0.755; number 14, C, carries -0.192; number 15, H, carries 0.303; number 16, H, carries 0.373; number 17, H, carries 0.422; number 18, H, carries 0.396; number 19, H, carries 0.413; number 20, H, carries 0.579; number 21, H, carries 0.407; number 22, C, carries 0.203; number 23, C, carries 0.177; number 24, C, carries -1.622; number 25, N, carries 0.781; number 26, C, carries -1.078; number 27, H, carries 0.532; number 28, C, carries -1.185; number 29, C, carries 0.382; number 30, C, carries -0.228; number 31, C, carries -0.104; number 32, C, carries -0.677; number 33, C, carries -0.512; number 34, C, carries -0.355; number 35, H, carries 0.384; number 36, H, carries 0.391; number 37, H, carries 0.412; number 38, H, carries 0.444; number 39, H, carries 0.159; number 40, H, carries 0.300; number 41, H, carries 0.520; number 42, H, carries 0.383; number 43, C, carries -1.371; number 44, C, carries -0.883; number 45, H, carries 0.187; number 46, H, carries 0.471; number 47, H, carries 0.562; number 48, H, carries 0.309; number 49, H, carries 0.535; number 50, H, carries 0.385; number 51, H, carries -0.187; number 52, H, carries 0.475; number 53, H, carries -0.045; number 54, H, carries 0.506; number 55, H, carries 0.619; number 56, H, carries 0.055; number 57, H, carries 0.422; number 58, H, carries 0.336; number 59, H, carries 0.390; number 60, H, carries 0.325


# 2
The following is a DFT calculation (the ωB97M-V functional and the def2-TZVPD basis) of an isolated ion of composition C2H3F2O2Si and charge -1 in a non-equilibrium geometry.

Calculated values
Structure (SMILES): C[Si](F)(F)C(=O)[O-]
Strongest force on any atom: 3.6 eV Å⁻¹
Orbital gap: 8.46 eV

Geometry as ORCA input:
```
! wB97M-V def2-TZVPD RIJCOSX def2/J DEFGRID3
* xyz -1 1
C 0.7463 1.8032 0.6269
C -1.0231 -0.8174 -0.3426
O 1.6719 2.4834 0.2408
O -0.2119 1.9333 1.3900
F 1.2883 -1.7437 0.7002
F 1.3672 -0.4560 -1.5380
Si 0.6802 -0.1378 -0.1551
H -1.3587 -1.4475 -1.1197
H -1.3586 -1.4549 0.4820
H -1.8018 -0.1627 -0.2846
*
```

Charges obtained by Mulliken population analysis, quoted in units of e: number 1, C, carries 0.412; number 2, C, carries -1.379; number 3, O, carries -0.590; number 4, O, carries -0.600; number 5, F, carries -0.514; number 6, F, carries -0.246; number 7, Si, carries 0.609; number 8, H, carries 0.457; number 9, H, carries 0.360; number 10, H, carries 0.490


# 3
The following is a DFT calculation (the ωB97M-V functional and the def2-TZVPD basis) of an isolated ion of composition C2H6N3S2 and charge +1 in a non-equilibrium geometry.

Calculated values
Strongest force on any atom: 4.1 eV Å⁻¹
Orbital gap (spin up / spin down): 7.57 / 7.57 eV

Geometry as ORCA input:
```
! wB97M-V def2-TZVPD RIJCOSX def2/J DEFGRID3
* xyz 1 1
C -0.7416 1.4558 2.5645
C 0.3008 -0.5238 -1.6895
N -0.4558 0.6867 1.6629
N -0.1592 0.1921 0.6128
N 0.2398 -1.9067 -1.5412
S -1.0479 0.5011 -1.2820
S 1.9275 0.0037 -1.7417
H -1.4924 2.3010 2.3546
H -0.1237 1.5201 3.5265
H -0.3689 -0.7553 0.4826
H 0.7970 -2.6131 -2.0151
H -0.6592 -2.1551 -1.4115
H 1.7835 1.2936 -1.5230
*
```

Charges obtained by Mulliken population analysis, quoted in units of e: number 1, C, carries -0.224; number 2, C, carries 0.535; number 3, N, carries -0.083; number 4, N, carries -0.056; number 5, N, carries -0.444; number 6, S, carries -0.099; number 7, S, carries -0.138; number 8, H, carries 0.241; number 9, H, carries 0.257; number 10, H, carries 0.318; number 11, H, carries 0.254; number 12, H, carries 0.237; number 13, H, carries 0.202


In the order shown, the computed energy above the lowest of the compared OMol25 structures with the same formula, charge and spin values come out to 10.9 84.5 454.4 kJ/mol.